Entry 1:
Computed, not measured: a 2-piece molecular cluster, C9H11BrF2O3 overall at a distorted geometry, with the ωB97M-V functional and the def2-TZVPD basis.

Computed properties:
HOMO-LUMO gap (alpha / beta) (eV): 8.423 / 8.426

```
! RIJCOSX wB97M-V def2-TZVPD def2/J DEFGRID3
* xyz 0 1
C -2.73790 0.46339 -0.52728
C -1.66762 1.07097 -1.00227
C 0.63207 0.62567 -0.28759
C 1.81552 0.87656 -0.95272
C 0.57054 -0.63925 0.29876
C -0.89030 -3.32115 0.84809
C -0.53143 1.57547 -0.15619
C -0.46134 -2.18416 1.76301
C 2.38571 3.22414 -1.06131
O 1.51349 -1.55865 0.16784
O 2.76537 0.25993 -1.32694
O -0.44008 -0.92485 1.07956
F 1.63715 3.85104 -1.99246
F 3.66141 3.27374 -1.45243
Br 2.14968 4.05184 0.66966
H -3.51737 0.09987 -1.17487
H -2.88540 0.30512 0.52783
H -1.54328 1.20933 -2.06754
H -1.05201 -4.21681 1.44054
H -1.81393 -3.06109 0.33861
H -0.12253 -3.52753 0.10619
H -0.22512 2.56068 -0.50242
H -0.83980 1.63812 0.88742
H 0.52546 -2.38368 2.19159
H -1.18644 -2.03445 2.56487
H 2.25818 -1.23425 -0.37996
*
```

Here are the Löwdin charges for atoms 1 to 5, given in e: 0.004 -0.168 -0.146 -0.135 -0.312

Entry 2:
Computed, not measured: one molecule with the formula C25H40FINO4PS at a distorted geometry, with the ωB97M-V functional and the def2-TZVPD basis.

Computed properties:
Relative energy (zero: lowest compared OMol25 entry of this formula, charge and spin) (eV): 0.0000
HOMO-LUMO gap (eV): 8.284

```
! RIJCOSX wB97M-V def2-TZVPD def2/J DEFGRID3
* xyz 0 1
C 3.06850 4.77815 3.58465
C 3.04103 3.67549 3.13915
C 3.01124 2.39020 2.46872
C 3.02048 2.51468 0.93493
C 3.64854 1.25484 0.35572
C 3.35067 0.95221 -1.12444
C 4.70389 0.79163 -1.87116
P 5.14280 2.46518 -2.48444
O 5.00361 3.52563 -1.46776
O 4.71073 -0.03319 -3.03733
S 4.97916 -1.63901 -2.83012
O 5.92229 -1.71909 -1.74121
O 3.58072 -2.16600 -2.18535
C 3.09175 -1.56904 -0.97424
C 2.26642 -2.67116 -0.31742
C 2.23080 -2.61199 1.20180
C 1.18315 -3.58000 1.78932
C -0.18415 -2.99673 2.15446
C -1.29807 -3.77722 1.46836
C -2.72053 -3.31320 1.79353
C -3.61597 -3.26998 0.56565
C -3.25117 -2.14832 -0.41550
C -4.45610 -1.72881 -1.27798
C -5.07070 -0.38291 -0.87867
C -4.57530 0.75512 -1.77188
C -5.25666 2.08140 -1.38810
N -4.36906 2.98054 -0.67782
C -4.35867 3.19287 0.66992
C -3.35610 4.12339 0.97503
C -2.75096 4.47800 -0.25395
C -3.39710 3.75907 -1.26049
C 2.39865 -0.21948 -1.35565
F 2.04394 -0.25505 -2.66660
I 0.55482 0.18536 -0.31361
H 3.07411 5.78250 3.91446
H 3.91160 1.84388 2.74686
H 2.18246 1.77234 2.80299
H 3.62594 3.37593 0.68994
H 2.01876 2.69403 0.56607
H 3.31104 0.40029 0.94195
H 4.71574 1.33276 0.53432
H 2.86053 1.83234 -1.53843
H 5.49377 0.52749 -1.17412
H 4.28801 2.64438 -3.58876
H 6.42718 2.34860 -3.04528
H 3.88204 -1.33625 -0.26619
H 2.81202 -3.57290 -0.58225
H 1.27894 -2.77743 -0.75380
H 2.01762 -1.59965 1.53593
H 3.19797 -2.86603 1.62148
H 1.04757 -4.37753 1.06702
H 1.62659 -3.98045 2.69305
H -0.28409 -1.94016 1.92049
H -0.34913 -3.09521 3.22276
H -1.16647 -3.77913 0.38814
H -1.17976 -4.80515 1.80136
H -2.70970 -2.34667 2.29141
H -3.17023 -4.01302 2.49426
H -3.58073 -4.22676 0.05300
H -4.63722 -3.08608 0.88787
H -2.46118 -2.47679 -1.08065
H -2.88874 -1.30207 0.16418
H -4.13449 -1.68412 -2.31307
H -5.21564 -2.50117 -1.20463
H -6.14793 -0.44281 -1.00111
H -4.83385 -0.14990 0.15524
H -4.78726 0.52373 -2.80754
H -3.50767 0.85589 -1.60944
H -5.67073 2.58755 -2.25195
H -6.08515 1.87507 -0.72153
H -4.99582 2.72099 1.39265
H -3.11136 4.49563 1.94879
H -1.94040 5.16777 -0.38942
H -3.20697 3.75551 -2.31357
*
```

Here are the Löwdin charges for atoms 1 to 5, given in e: 0.111 -0.149 -0.214 -0.214 -0.201

Entry 3:
Computed, not measured: a 9-piece molecular cluster, C64H141F2N8O7S2 overall at a distorted geometry, with the ωB97M-V functional and the def2-TZVPD basis.

Computed properties:
Relative energy (zero: lowest compared OMol25 entry of this formula, charge and spin) (eV): 0.1780
HOMO-LUMO gap (eV): 3.571

```
! RIJCOSX wB97M-V def2-TZVPD def2/J DEFGRID3
* xyz 5 1
N 12.87599 -29.56733 -16.82318
S 13.01434 -30.47699 -17.93383
O 14.35203 -30.89882 -18.31307
O 12.01523 -30.35902 -18.96208
F 12.65053 -31.72704 -16.99183
S 13.64246 -28.27339 -17.52108
O 13.09895 -27.74542 -18.79346
O 15.11403 -28.14877 -17.41655
F 13.13425 -27.10136 -16.55222
C 16.23706 -34.91649 -12.13747
C 17.64346 -34.42039 -11.86978
C 18.20719 -33.88210 -13.23699
N 19.55331 -33.25335 -13.27949
C 19.89240 -32.91695 -14.77593
C 21.46108 -32.80400 -15.07596
C 22.33777 -33.83639 -14.28118
C 21.98232 -33.98889 -12.78307
C 20.50652 -34.29168 -12.56520
C 19.61772 -31.85725 -12.58463
H 15.75856 -35.16917 -11.19127
H 16.30889 -35.80749 -12.76123
H 15.58807 -34.15188 -12.56443
H 18.21911 -35.20666 -11.38142
H 17.54957 -33.55756 -11.21037
H 17.61893 -33.02716 -13.57032
H 18.13163 -34.66446 -13.99219
H 19.53712 -33.76910 -15.35534
H 19.31081 -32.01082 -14.94558
H 21.68010 -32.79865 -16.14372
H 21.78533 -31.83206 -14.70410
H 22.22414 -34.84412 -14.68073
H 23.39027 -33.66567 -14.50743
H 22.61739 -34.79188 -12.40892
H 22.18783 -33.13424 -12.13852
H 20.27915 -35.22037 -13.08860
H 20.26595 -34.27487 -11.50221
H 18.76945 -31.20861 -12.80328
H 20.59779 -31.40807 -12.74526
H 19.61617 -32.04124 -11.51027
C 23.63180 -35.19602 -21.95488
C 22.50487 -35.57904 -22.97402
C 21.04642 -35.41246 -22.43399
N 19.98177 -36.17093 -23.30375
C 19.90398 -35.57853 -24.75822
C 18.67693 -36.12426 -25.57618
C 17.33963 -35.84685 -24.75414
C 17.39424 -36.48945 -23.37922
C 18.64046 -35.95851 -22.59515
C 20.31178 -37.64135 -23.34862
H 23.64346 -35.61033 -20.94677
H 23.67685 -34.12439 -21.76074
H 24.59095 -35.45792 -22.40161
H 22.64410 -36.64502 -23.15398
H 22.69627 -35.13632 -23.95149
H 20.75446 -34.38886 -22.66872
H 20.81626 -35.72767 -21.41626
H 19.88989 -34.49375 -24.65259
H 20.78709 -35.89552 -25.31296
H 18.81008 -35.65045 -26.54874
H 18.60925 -37.19615 -25.76209
H 17.12747 -34.78466 -24.63224
H 16.45229 -36.21279 -25.27068
H 16.47523 -36.32818 -22.81573
H 17.40928 -37.56991 -23.52233
H 18.55619 -34.91502 -22.29165
H 18.65448 -36.50641 -21.65295
H 19.51779 -38.38067 -23.45382
H 20.73271 -37.96930 -22.39815
H 20.98648 -37.86776 -24.17423
C 19.95006 -16.84127 -19.74333
C 19.19912 -17.57047 -18.56348
C 17.68932 -17.12838 -18.46361
N 16.84432 -17.93406 -17.40801
C 15.40511 -17.48158 -17.42197
C 14.65990 -17.90429 -18.67872
C 14.81744 -19.40716 -18.98804
C 16.22200 -19.85342 -18.95266
C 16.92221 -19.46557 -17.62884
C 17.36048 -17.67329 -15.94917
H 19.67143 -17.32538 -20.67933
H 21.02686 -16.91442 -19.59091
H 19.68543 -15.78867 -19.84388
H 19.65883 -17.26522 -17.62348
H 19.46158 -18.62637 -18.62911
H 17.22215 -17.24564 -19.44141
H 17.65202 -16.06817 -18.21326
H 15.31478 -16.41789 -17.20170
H 14.90007 -17.97542 -16.59181
H 14.93435 -17.39548 -19.60277
H 13.62995 -17.57803 -18.53430
H 14.30714 -19.61561 -19.92838
H 14.28225 -19.96755 -18.22147
H 16.77144 -19.42384 -19.79031
H 16.29518 -20.93615 -19.05471
H 17.99047 -19.68142 -17.64659
H 16.46377 -19.97521 -16.78137
H 18.37574 -18.06353 -15.87825
H 16.80177 -18.09840 -15.11537
H 17.26379 -16.58795 -15.92118
C 11.57983 -22.59980 -9.98838
C 12.70560 -23.48290 -9.48287
C 12.21656 -24.57726 -8.44866
N 13.28498 -25.63608 -8.08858
C 12.93980 -26.27469 -6.69356
C 11.57472 -27.03112 -6.76670
C 11.67381 -28.15339 -7.85590
C 12.09443 -27.55811 -9.21002
C 13.39262 -26.72259 -9.11258
C 14.72922 -25.03429 -8.00446
H 11.02297 -22.12323 -9.18161
H 10.94565 -23.22106 -10.62080
H 11.88782 -21.71712 -10.54884
H 13.36901 -22.78028 -8.97859
H 13.26909 -24.05148 -10.22266
H 11.33080 -25.12829 -8.76471
H 11.90214 -24.08273 -7.52958
H 13.04799 -25.48714 -5.94780
H 13.76633 -26.93587 -6.43320
H 10.74323 -26.39197 -7.06368
H 11.31781 -27.34272 -5.75428
H 10.69336 -28.60838 -7.99665
H 12.46055 -28.78227 -7.43920
H 11.26241 -27.02702 -9.67238
H 12.21809 -28.35228 -9.94629
H 13.57445 -26.33353 -10.11440
H 14.21517 -27.40090 -8.88583
H 15.00492 -24.58686 -8.95939
H 15.46555 -25.82947 -7.88785
H 14.62879 -24.26228 -7.24156
C 15.35266 -30.91659 -30.56048
C 16.16362 -29.84860 -29.67979
C 15.35812 -28.54851 -29.63051
N 16.08975 -27.28246 -29.05817
C 16.66755 -27.49489 -27.57242
C 15.60902 -27.83180 -26.58710
C 14.56040 -26.72213 -26.58960
C 13.96403 -26.31372 -28.01678
C 15.08678 -26.10165 -29.10884
C 17.15903 -26.82015 -30.08982
H 14.54974 -31.42540 -30.02707
H 16.05197 -31.72016 -30.79144
H 14.90210 -30.51446 -31.46789
H 17.10559 -29.57700 -30.15626
H 16.53273 -30.17482 -28.70746
H 14.44552 -28.65223 -29.04356
H 14.93134 -28.22139 -30.57863
H 17.36068 -28.33501 -27.61554
H 17.14572 -26.56122 -27.27624
H 15.03488 -28.71969 -26.85188
H 15.98543 -27.98528 -25.57574
H 13.72862 -27.04564 -25.96382
H 15.02036 -25.78967 -26.26241
H 13.21706 -26.99708 -28.42070
H 13.32508 -25.43625 -27.91735
H 14.67159 -25.92982 -30.10191
H 15.75420 -25.28366 -28.83766
H 17.66453 -26.01348 -29.55891
H 16.59841 -26.48375 -30.96197
H 17.85407 -27.58941 -30.42636
C 3.83565 -36.69893 -15.51329
C 5.31256 -37.03253 -15.90689
C 5.48032 -37.79561 -17.29841
N 6.90562 -37.90796 -17.78400
C 6.97669 -38.74059 -19.08281
C 8.44789 -39.11850 -19.56707
C 9.23292 -39.76036 -18.50685
C 9.22288 -38.91086 -17.22486
C 7.84686 -38.52128 -16.65826
C 7.39886 -36.45510 -18.17245
H 3.25705 -36.15282 -16.25833
H 3.95453 -36.07330 -14.62866
H 3.43403 -37.67245 -15.23216
H 5.69668 -37.60731 -15.06417
H 5.93805 -36.14624 -15.80039
H 5.04066 -37.23476 -18.12319
H 5.10386 -38.81852 -17.30509
H 6.46027 -39.68696 -18.92226
H 6.41825 -38.14677 -19.80644
H 8.46009 -39.83857 -20.38527
H 9.01652 -38.22616 -19.82878
H 9.00542 -40.82310 -18.42368
H 10.25682 -39.75532 -18.88061
H 9.74662 -39.38176 -16.39296
H 9.73425 -37.97722 -17.45918
H 7.32060 -39.33552 -16.16011
H 7.92613 -37.79352 -15.85068
H 8.27343 -36.58116 -18.81066
H 7.66837 -35.92994 -17.25611
H 6.69421 -35.97448 -18.85111
C 2.12043 -29.01683 -18.85478
C 3.61365 -28.70204 -18.51459
C 3.73350 -27.37175 -17.74110
N 5.14306 -26.93935 -17.36250
C 6.08898 -26.85476 -18.58740
C 5.75467 -25.67021 -19.52093
C 5.74477 -24.35032 -18.79388
C 4.76420 -24.32413 -17.65195
C 5.05278 -25.48763 -16.71011
C 5.73507 -27.99319 -16.41710
H 1.53674 -29.13377 -17.94170
H 1.90707 -29.82888 -19.54986
H 1.74544 -28.11696 -19.34233
H 4.02470 -28.37817 -19.47075
H 4.18929 -29.51482 -18.07174
H 3.11842 -27.33631 -16.84192
H 3.34369 -26.47888 -18.22990
H 6.01414 -27.81533 -19.09710
H 7.11891 -26.78192 -18.23805
H 4.74639 -25.80251 -19.91334
H 6.47870 -25.73425 -20.33321
H 5.46383 -23.58344 -19.51573
H 6.72880 -24.07017 -18.41796
H 3.75459 -24.26978 -18.05918
H 4.98257 -23.47754 -17.00101
H 4.22780 -25.63621 -16.01338
H 5.96220 -25.38051 -16.11885
H 6.80868 -27.84539 -16.30041
H 5.48972 -29.03574 -16.61956
H 5.33989 -27.85414 -15.41082
O 7.86803 -31.95832 -24.37218
C 7.89767 -33.24443 -24.76607
O 8.87362 -33.93956 -24.43204
O 7.02053 -33.57916 -25.59929
H 8.55683 -32.01690 -23.70604
*
```

Here are the Löwdin charges for atoms 1 to 5, given in e: -0.282 0.354 -0.309 -0.277 -0.228

Number 1: energy -91128.008 eV. Number 2: energy -67193.283 eV. Number 3: energy -121964.985 eV.